Entry 1:
16
Properties=species:S:1:pos:R:3 method="wB97M-V/def2-TZVPD" molar_mass_g_mol=99.13 homo_ev=-8.943 homo_lumo_gap_ev=10.1 lumo_ev=1.12
C 1.86906 -0.12426 -0.00134
C 1.04406 1.27658 -0.11714
C -0.27639 0.65706 0.29500
C -1.79233 -0.61122 0.04313
C -0.28375 -0.68197 -0.37002
H 2.60671 -0.22714 -0.82243
H 2.46767 -0.22364 0.95866
H 0.91658 1.58356 -1.14028
H 1.45918 2.04011 0.53417
H -0.27865 0.48722 1.39368
H -2.52616 -1.04818 -0.65714
H -1.90920 -0.93706 1.07765
H -0.32634 -0.56049 -1.44822
H 0.93378 -1.64219 1.00856
N 0.94724 -1.29860 0.02640
O -1.66728 0.81512 -0.02340

Entry 2:
21
Properties=species:S:1:pos:R:3 method="wB97M-V/def2-TZVPD" molar_mass_g_mol=175.99 charge=+2 homo_ev="-16.395 / -18.773" homo_lumo_gap_ev="6.4 / 6.3" spin_multiplicity=7 lumo_ev="-10.03 / -12.50"
H -4.18980 1.04246 0.81523
C 3.21122 0.06344 0.40232
O 2.90100 1.32798 -0.09321
C 2.15140 -0.96396 0.02048
O 0.85793 -0.39039 0.31969
C -0.23079 -1.28765 0.11690
C -1.52610 -0.50279 0.10497
O -1.31484 0.63131 -0.69054
C -2.39272 1.53826 -0.67312
Fe 1.02559 1.53897 -0.10461
H 3.30218 0.07421 1.50666
H 4.17348 -0.31074 0.00780
H 2.26178 -1.89546 0.59301
H 2.18019 -1.18885 -1.05770
H -0.24824 -2.01313 0.94201
H -0.09071 -1.82816 -0.83162
H -1.81154 -0.19914 1.12953
H -2.33793 -1.12939 -0.30448
H -2.16106 2.39382 -1.39980
H -3.28955 1.07259 -1.11579
H -2.47148 2.02661 0.31224

Entry 3:
67
Properties=species:S:1:pos:R:3 method="wB97M-V/def2-TZVPD" molar_mass_g_mol=847.67 charge=+2 homo_ev="-13.987 / -13.974" homo_lumo_gap_ev="7.1 / 6.4" spin_multiplicity=2 lumo_ev="-6.85 / -7.61"
Ir 0.22577 0.90520 0.69408
N 1.64742 0.50416 2.20576
C 2.14275 1.63499 3.03487
C 1.05884 2.42078 3.75580
C 0.07195 2.99620 2.76063
O -0.13023 4.17397 2.60744
O -0.59475 2.06183 2.06963
H 1.24080 -0.22009 2.79286
H 2.43181 0.06708 1.72738
H 2.69108 2.29839 2.37135
H 2.85970 1.24839 3.76135
H 1.51517 3.23333 4.31672
H 0.49405 1.79386 4.44890
O -3.20746 -4.73359 3.49342
C -2.71618 -3.72728 4.34638
C -2.09870 -2.64694 3.50760
C -1.66116 -1.45604 4.07470
C -1.09680 -0.49708 3.26331
N -0.95298 -0.64714 1.94121
C -1.40915 -1.77631 1.37749
C -1.96570 -2.79385 2.13587
C -1.32289 -1.84538 -0.09527
C -1.93311 -2.85643 -0.83144
C -1.87432 -2.84045 -2.21284
C -2.53472 -3.89695 -3.06824
O -3.30934 -3.30661 -4.08966
C -1.20208 -1.78173 -2.81840
C -0.62787 -0.81734 -2.02497
N -0.67891 -0.83642 -0.68734
H -3.62139 -5.42660 4.01738
H -1.95235 -4.11524 5.03066
H -3.51036 -3.28452 4.95717
H -1.76184 -1.26276 5.13481
H -0.78149 0.45233 3.66651
H -2.30924 -3.71068 1.68448
H -2.47560 -3.64478 -0.32993
H -3.10984 -4.58666 -2.44711
H -1.75526 -4.47493 -3.56884
H -4.20424 -3.14653 -3.77394
H -1.14507 -1.71080 -3.89610
H -0.10984 0.01159 -2.48389
I 1.89631 4.31831 0.39779
C -0.29419 2.64951 -1.84459
C -0.93240 3.65045 -2.54689
C -2.18721 4.03667 -2.12446
C -2.75627 3.39629 -1.03046
C -2.04164 2.41146 -0.39346
N -0.80068 2.02965 -0.79181
H -0.43607 4.10647 -3.39090
H -2.71719 4.82226 -2.64541
H -3.73937 3.66027 -0.66984
H -2.43600 1.89736 0.46865
O 0.94593 2.30696 -2.36132
C 1.80103 1.46244 -1.85643
N 1.65942 0.73744 -0.77959
C 2.87771 -0.08718 -0.68180
O 3.09755 -0.81590 0.23655
C 3.70665 0.22377 -1.86765
C 4.91699 -0.27847 -2.28415
C 5.46674 0.27841 -3.44202
C 4.81916 1.29510 -4.13521
C 3.58229 1.78614 -3.71326
C 3.05147 1.22101 -2.57427
H 5.41949 -1.06839 -1.74264
H 6.41779 -0.08710 -3.80446
H 5.27997 1.71308 -5.01962
H 3.07603 2.57504 -4.25255

Entry 4:
13
Properties=species:S:1:pos:R:3 method="wB97M-V/def2-TZVPD" molar_mass_g_mol=85.11 homo_ev=-9.623 homo_lumo_gap_ev=10.4 lumo_ev=0.76
O -1.64386 -0.86710 0.69823
C -0.50469 -0.26170 0.20243
C -0.25251 0.50472 -1.10206
N 1.04727 0.70074 -0.32921
C 0.17883 0.91840 0.88921
C 0.94124 -0.77490 0.00401
H -1.87988 -1.62464 0.14921
H -0.13935 -0.08588 -2.01919
H -0.80921 1.42841 -1.28424
H 0.72182 0.71603 1.81756
H -0.32735 1.88762 0.91334
H 1.25153 -1.34315 -0.87460
H 1.45394 -1.11630 0.90988

Calculated total energy, record by record: -8865.5483, -45884.3182, -60119.1733, -7796.1145 eV